# 1
Molecular formula: C5H7NO
Method: DFT, ωB97M-V with the def2-TZVPD basis set

The geometry in XYZ format:
```
14
Properties=species:S:1:pos:R:3
C -1.439 2.028 0.514
C 0.252 0.673 -0.393
N -0.923 2.210 1.649
C 1.247 -1.763 0.122
O -1.001 1.260 -0.523
H -2.378 2.506 0.235
C 0.381 -0.596 -0.076
H -0.059 1.674 1.762
H -0.837 -2.379 -0.479
H 1.691 -2.225 -0.757
H -0.663 -1.964 1.294
C -0.268 -1.858 0.286
H 1.862 -1.811 1.018
H 1.087 1.332 -0.624
```

Calculated values
ΔE to the lowest compared entry with this formula, charge and spin = 2.666 eV
Total charge = 0
Orbital gap = 10.9 eV

***

# 2
Molecular formula: C5H7NO
Method: DFT, ωB97M-V with the def2-TZVPD basis set

The geometry in XYZ format:
```
14
Properties=species:S:1:pos:R:3
C 0.847 1.709 0.029
H 1.580 1.492 -0.757
H 0.425 2.691 -0.043
H 0.626 -2.683 -0.194
O -1.448 1.091 0.082
C 0.876 -1.695 -0.101
H 1.399 1.647 0.892
C -0.235 0.676 0.020
H 1.595 -1.625 0.672
C -0.212 -0.801 -0.019
N -1.535 -1.154 0.023
H -3.253 0.201 0.320
C -2.218 -0.047 0.005
H 1.553 -1.502 -0.928
```

Calculated values
ΔE to the lowest compared entry with this formula, charge and spin = 0.031 eV
Total charge = 0
Spin multiplicity = 3
Orbital gap (spin up / spin down) = 5.6 / 9.2 eV

***

# 3
Molecular formula: C5H7NO2
Method: DFT, ωB97M-V with the def2-TZVPD basis set

The geometry in XYZ format:
```
15
Properties=species:S:1:pos:R:3
O -0.222 1.985 -0.441
H 2.104 0.891 -0.265
H 1.326 -2.050 -0.445
H 0.312 2.118 0.649
H -2.920 -1.560 0.019
H 2.158 0.007 1.313
O -1.079 -1.468 -0.218
C -0.141 -0.442 -0.538
N 1.174 -0.915 -0.310
C 2.280 -0.154 0.164
C -0.804 0.741 -0.324
H 3.456 -0.066 -0.031
H -3.149 1.185 0.220
C -2.210 0.551 0.210
C -2.286 -0.824 -0.002
```

Calculated values
ΔE to the lowest compared entry with this formula, charge and spin = 5.275 eV
Total charge = 0
Orbital gap = 8.0 eV

***

# 4
Molecular formula: C5H7NO2
Method: DFT, ωB97M-V with the def2-TZVPD basis set

The geometry in XYZ format:
```
15
Properties=species:S:1:pos:R:3
H -0.213 0.639 2.628
H -0.276 -1.880 -0.048
C -0.835 -1.058 -0.497
C 1.753 0.426 -1.245
H 2.422 0.894 -0.563
H -1.699 -1.648 -1.070
H -2.355 0.220 0.719
O 2.035 -0.424 -2.136
H -0.501 1.959 0.537
H 0.806 -0.614 1.496
C 0.016 0.157 1.570
O -0.218 -0.329 -1.520
C -1.239 -0.106 0.696
C -0.162 0.989 0.337
N 0.466 0.775 -0.903
```

Calculated values
ΔE to the lowest compared entry with this formula, charge and spin = 4.781 eV
Total charge = 0
Orbital gap = 10.3 eV

***

# 5
Molecular formula: C5H7NO2
Method: DFT, ωB97M-V with the def2-TZVPD basis set

The geometry in XYZ format:
```
15
Properties=species:S:1:pos:R:3
H 2.343 0.399 -0.243
C 0.444 -0.873 -0.500
O -2.156 1.438 -0.065
N -0.957 -0.439 -0.872
H 1.703 -0.409 1.361
H 1.520 1.278 -1.909
C 1.312 0.472 -0.802
H 0.441 -1.973 -0.984
C 0.384 0.957 0.419
O -1.798 -1.239 0.160
C -1.153 0.828 -0.201
H -0.244 -0.780 1.688
H 0.426 1.923 1.046
C 0.665 -0.350 1.000
H -2.930 -1.232 -0.098
```

Calculated values
ΔE to the lowest compared entry with this formula, charge and spin = 6.540 eV
Total charge = 0
Orbital gap = 9.9 eV

***

# 6
Molecular formula: C5H7NO2
Method: DFT, ωB97M-V with the def2-TZVPD basis set

The geometry in XYZ format:
```
15
Properties=species:S:1:pos:R:3
H 0.942 -0.033 -1.257
O -3.266 -0.461 0.296
C 0.463 1.576 -0.114
C 0.211 0.089 -0.388
H -0.259 -2.228 -1.023
C -1.246 -0.390 -0.672
H 1.359 1.547 0.562
O -2.362 1.490 0.163
N -2.317 0.267 -0.020
H -0.323 -0.950 1.706
H -0.305 1.993 0.540
C 0.019 -0.974 0.633
C -0.781 -1.844 -0.255
H -1.427 -2.494 0.094
H 0.523 2.203 -1.043
```

Calculated values
ΔE to the lowest compared entry with this formula, charge and spin = 7.096 eV
Total charge = 0
Orbital gap = 8.5 eV

***

# 7
Molecular formula: C5H7NO2
Method: DFT, ωB97M-V with the def2-TZVPD basis set

The geometry in XYZ format:
```
15
Properties=species:S:1:pos:R:3
H -0.713 -2.729 -0.125
C -1.125 -0.606 0.026
H 1.520 -0.009 1.217
O -0.908 2.346 -0.969
H 1.743 2.510 0.362
H -2.213 -2.284 0.808
N -0.166 0.217 -0.197
C 1.386 1.644 -0.407
C -0.096 1.570 -0.593
H -0.627 -1.885 1.508
H 1.770 -0.461 -0.561
H 1.997 1.588 -1.233
C 1.263 0.211 0.170
C -1.137 -1.952 0.643
O -2.695 -0.160 -0.648
```

Calculated values
ΔE to the lowest compared entry with this formula, charge and spin = 5.408 eV
Total charge = 0
Orbital gap (spin up / spin down) = 8.2 / 8.2 eV

***

# 8
Molecular formula: C5H7NO2
Method: DFT, ωB97M-V with the def2-TZVPD basis set

The geometry in XYZ format:
```
15
Properties=species:S:1:pos:R:3
C 0.122 -1.638 1.179
O -1.046 -1.549 -0.811
H 1.262 -0.540 0.109
C -0.760 -0.212 -0.469
H 0.967 0.288 -1.794
C -0.009 0.679 -1.430
O 0.463 1.875 -0.714
C 0.257 1.366 0.717
H -0.479 1.842 1.265
N -0.518 -2.333 0.211
H -1.684 -0.017 -0.049
C 0.364 -0.252 0.575
H -0.659 0.937 -2.249
H 0.627 -2.249 2.058
H 1.092 1.805 1.402
```

Calculated values
ΔE to the lowest compared entry with this formula, charge and spin = 5.811 eV
Total charge = 0
Orbital gap = 10.4 eV

***

# 9
Molecular formula: C5H7NO2
Method: DFT, ωB97M-V with the def2-TZVPD basis set

The geometry in XYZ format:
```
15
Properties=species:S:1:pos:R:3
C -0.836 0.811 -0.438
H -2.678 -0.572 -0.600
O -0.205 1.938 -0.023
H -0.479 -0.466 1.441
H -0.385 0.518 -1.423
N 1.191 1.637 0.115
C 1.582 0.442 -0.089
C -2.094 0.138 0.024
C -0.786 -0.414 0.408
H 1.662 -1.303 1.024
O -0.063 -1.432 -0.276
C 1.308 -1.043 0.025
H 2.602 0.575 -0.087
H 1.877 -1.359 -0.810
H -2.695 0.529 0.708
```

Calculated values
ΔE to the lowest compared entry with this formula, charge and spin = 5.666 eV
Total charge = 0
Orbital gap = 10.2 eV

***

# 10
Molecular formula: C5H7NO2
Method: DFT, ωB97M-V with the def2-TZVPD basis set

The geometry in XYZ format:
```
15
Properties=species:S:1:pos:R:3
O -0.554 0.307 -0.500
C 1.972 -0.628 -1.182
O -0.711 -1.603 0.931
H 1.826 -2.010 0.404
H 2.964 -0.931 -1.487
H -0.062 2.684 1.857
N 0.259 1.739 1.944
C 0.381 0.658 1.517
C -1.969 0.382 -0.497
H 1.504 0.177 -1.728
C 1.365 -1.204 -0.155
H -2.286 0.667 -1.501
H -2.416 -0.581 -0.237
C 0.047 -0.794 0.417
H -2.321 1.135 0.217
```

Calculated values
ΔE to the lowest compared entry with this formula, charge and spin = 3.881 eV
Total charge = 0
Orbital gap = 10.1 eV